{
  "formula": "C12H17Cl2GaNS",
  "method": "the ωB97M-V functional and the def2-TZVPD basis",
  "e_lumo_ev": 2.521,
  "gap_ev": 5.648,
  "de_lowest_kcal_mol": 0.0,
  "total_charge": -1,
  "max_force_ev_per_a": 3.8,
  "e_homo_ev": -3.1,
  "elements": ["Ga", "Cl", "Cl", "C", "H", "H", "C", "C", "H", "C", "H", "C", "H", "H", "C", "H", "H", "C", "H", "H", "H", "H", "S", "C", "N", "C", "C", "C", "C", "H", "H", "H", "H", "H"],
  "coordinates": [[0.000, 0.109, -1.658], [0.435, 2.088, -2.377], [-2.073, -0.431, -1.360], [0.834, -1.246, -2.699], [0.159, -2.096, -2.920], [1.393, -0.880, -3.582], [1.309, -1.049, -0.193], [1.774, -1.602, -1.450], [0.325, -1.419, 0.168], [3.228, -1.229, -1.807], [1.727, -2.702, -1.328], [4.192, -1.634, -0.688], [3.501, -1.751, -2.733], [3.298, -0.144, -1.978], [3.795, -0.968, 0.612], [4.192, -2.725, -0.547], [5.191, -1.288, -0.970], [2.294, -1.055, 0.936], [4.356, -1.438, 1.428], [4.054, 0.094, 0.531], [2.128, -2.009, 1.469], [2.053, -0.302, 1.684], [-1.167, 2.751, 1.014], [-2.768, 2.415, 1.307], [-3.238, 2.389, 2.613], [-4.482, 1.938, 2.955], [-5.340, 1.477, 1.968], [-4.931, 1.553, 0.622], [-3.692, 2.079, 0.295], [-2.575, 2.666, 3.336], [-4.722, 1.967, 4.014], [-6.313, 1.080, 2.237], [-5.589, 1.198, -0.170], [-3.348, 2.164, -0.732]],
  "lowdin_charge": [-0.35, 0.08, 0.14, -0.25, 0.04, 0.05, -0.29, -0.50, 0.06, -0.19, 0.12, -0.23, 0.11, 0.12, -0.22, 0.11, 0.10, -0.23, 0.10, 0.11, 0.10, 0.09, 0.59, -0.82, 0.02, -0.09, -0.10, -0.07, -0.13, 0.13, 0.11, 0.09, 0.11, 0.09]
}


{
  "formula": "C12H17Cl2NSm",
  "method": "the ωB97M-V functional and the def2-TZVPD basis",
  "s2": 8.811,
  "e_lumo_ev": [2.702, 2.716],
  "gap_ev": [6.059, 5.935],
  "de_lowest_kcal_mol": 0.0,
  "total_charge": -1,
  "max_force_ev_per_a": 5.8,
  "e_homo_ev": [-3.4, -3.2],
  "spin_multiplicity": 6,
  "elements": ["Sm", "Cl", "Cl", "C", "H", "H", "C", "C", "H", "C", "H", "C", "H", "H", "C", "H", "H", "C", "H", "H", "H", "H", "C", "C", "C", "N", "C", "C", "H", "H", "H", "H", "H"],
  "coordinates": [[-1.380, -0.138, 1.935], [-3.115, 1.340, 0.785], [-0.046, 1.099, 3.684], [-2.884, 0.146, 3.801], [-2.461, 0.341, 4.791], [-3.845, 0.659, 3.719], [0.967, -1.901, -0.255], [-0.121, -1.280, -0.078], [1.687, -2.111, 0.537], [-1.278, -1.168, -1.005], [-3.081, -0.952, 3.714], [-1.149, -2.154, -2.207], [-2.219, -1.399, -0.440], [-1.429, -0.143, -1.405], [0.290, -2.376, -2.703], [-1.580, -3.100, -1.857], [-1.766, -1.792, -3.038], [1.360, -2.473, -1.610], [0.306, -3.288, -3.315], [0.549, -1.546, -3.376], [1.662, -3.522, -1.503], [2.256, -1.977, -2.007], [2.378, 3.394, -0.052], [2.731, 2.259, 0.695], [1.758, 1.278, 0.922], [0.467, 1.441, 0.572], [0.161, 2.460, -0.251], [1.078, 3.473, -0.567], [3.100, 4.195, -0.221], [3.726, 2.116, 1.118], [1.995, 0.344, 1.445], [-0.863, 2.466, -0.640], [0.746, 4.309, -1.187]],
  "lowdin_charge": [0.95, -0.21, -0.18, -0.46, -0.08, -0.07, -0.24, -0.35, 0.07, -0.30, -0.07, -0.21, 0.07, 0.09, -0.21, 0.10, 0.09, -0.22, 0.10, 0.10, 0.09, 0.09, -0.09, -0.07, -0.18, -0.04, -0.14, -0.07, 0.10, 0.10, 0.09, 0.07, 0.10]
}


{
  "formula": "C12H17Cl5O4Pd",
  "method": "the ωB97M-V functional and the def2-TZVPD basis",
  "s2": 6.027,
  "e_lumo_ev": [4.700, 4.698],
  "gap_ev": [4.308, 6.232],
  "total_charge": -2,
  "max_force_ev_per_a": 2.8,
  "e_homo_ev": [0.4, -1.5],
  "spin_multiplicity": 5,
  "elements": ["C", "C", "C", "C", "C", "C", "C", "C", "C", "C", "Pd", "Cl", "Cl", "O", "H", "H", "H", "H", "H", "H", "H", "H", "H", "H", "H", "H", "H", "H", "H", "H", "O", "H", "Cl", "C", "Cl", "Cl", "C", "O", "O"],
  "coordinates": [[1.258, 1.640, -0.864], [1.270, 0.865, -2.042], [1.547, -0.483, -1.713], [1.056, 1.336, -3.426], [1.694, -0.599, -0.298], [1.519, 0.757, 0.251], [1.848, 1.132, 1.574], [1.057, 3.102, -0.786], [1.701, -1.593, -2.658], [1.859, -1.749, 0.469], [-1.015, 0.204, 0.867], [-1.342, -1.470, -0.588], [-2.007, 1.636, -0.637], [-0.102, -1.176, 2.229], [0.953, 2.421, -3.456], [0.153, 0.881, -3.851], [1.901, 1.033, -4.057], [0.835, -1.695, -3.320], [1.822, -2.512, -2.085], [2.603, -1.444, -3.266], [1.579, -2.704, 0.037], [0.578, -1.629, 1.634], [2.574, -1.732, 1.302], [2.031, 0.304, 2.257], [0.520, 1.691, 2.162], [2.464, 2.041, 1.663], [0.392, 3.450, -1.587], [2.022, 3.623, -0.895], [0.595, 3.395, 0.162], [-0.902, -1.773, 2.391], [-0.500, 1.875, 2.346], [-0.689, 1.302, 3.120], [-4.625, -2.778, 0.195], [-4.742, -1.903, 1.755], [-5.864, -0.535, 1.595], [-5.305, -3.004, 3.031], [-3.241, -1.421, 2.099], [-2.483, -2.277, 2.590], [-3.015, -0.210, 1.799]],
  "lowdin_charge": [-0.25, -0.25, -0.26, -0.06, -0.33, -0.31, -0.07, -0.09, -0.07, -0.09, 0.55, -0.03, -0.19, -0.22, 0.06, 0.08, 0.07, 0.08, 0.06, 0.07, 0.04, -0.02, 0.05, 0.05, -0.03, 0.07, 0.06, 0.07, 0.07, 0.02, -0.21, 0.04, 0.54, -1.49, 0.55, 0.53, -0.81, -0.07, -0.18]
}